[1]
A molecular structure, C51H31F3HgN9O6, computed with ωB97M-V with the def2-TZVPD basis set.

Output
Total charge: -2
Spin multiplicity: 2
LUMO energy (spin up / spin down) (eV): 3.755 / 3.755
F_max (eV/A): 0.6
Gap between HOMO and LUMO (spin up / spin down) (eV): 4.920 / 7.468
Total energy (eV): -91415.458

Each line ends with the Mulliken spin population.
Cartesian coordinates (Å):
Hg  0.31937  0.19685  -0.42472  0.00
C  4.35516  1.12478  2.34119  0.02
C  3.28389  1.65643  1.64594  0.00
N  2.97305  1.26167  0.42095  -0.01
C  3.75397  0.33656  -0.14048  -0.07
C  4.80917  -0.22312  0.58787  0.03
N  5.10995  0.15497  1.82092  0.00
C  3.48154  0.00044  -1.54713  0.10
C  4.55016  -0.18378  -2.39070  0.03
C  4.38468  -0.25585  -3.79161  0.12
C  3.02895  -0.20813  -4.21980  0.06
C  1.99588  -0.12490  -3.32036  0.07
N  2.17994  0.00558  -1.96843  0.25
C  0.61262  -0.22572  -3.83875  -0.07
C  0.20763  0.37204  -5.03082  0.03
N  -1.02232  0.23788  -5.51016  0.00
C  -1.87099  -0.47278  -4.77904  0.01
C  -1.48318  -1.05294  -3.57892  0.00
N  -0.24237  -0.95744  -3.13053  0.00
C  5.48417  -0.34697  -4.70498  -0.03
C  6.83509  -0.42946  -4.28093  0.10
C  7.84967  -0.53606  -5.20342  -0.02
N  7.67824  -0.57233  -6.53189  0.14
C  6.40655  -0.48180  -6.94339  -0.02
C  5.31546  -0.36683  -6.11319  0.11
H  4.61110  1.45365  3.34106  0.00
H  2.65644  2.42675  2.08213  0.00
H  5.41006  -1.02542  0.17335  0.00
H  5.54029  -0.20431  -1.95814  0.03
H  2.78225  -0.28152  -5.26824  0.04
H  0.88920  0.98872  -5.60749  0.00
H  -2.88049  -0.56630  -5.15778  0.00
H  -2.16765  -1.63746  -2.97690  0.00
H  7.08856  -0.41306  -3.23035  0.04
H  8.88250  -0.59904  -4.87114  0.00
H  6.27021  -0.50289  -8.02137  0.00
H  4.33313  -0.28985  -6.55668  0.04
O  -2.27216  3.82186  5.46543  0.00
C  -1.84459  4.39816  4.44366  0.00
O  -1.78501  5.60442  4.15934  0.00
C  -1.25893  3.44086  3.36059  0.00
C  -0.74252  2.20907  3.72417  0.00
C  -0.21709  1.36203  2.75294  0.00
N  -0.15718  1.72942  1.46520  0.00
C  -0.63058  2.92685  1.10650  0.00
C  -1.19545  3.80290  2.02675  0.00
C  -0.46495  3.31105  -0.31928  0.00
C  -1.18854  4.35299  -0.89172  0.00
C  -0.93679  4.70370  -2.20526  0.00
C  0.03639  4.01771  -2.91171  0.00
C  0.69272  2.98100  -2.27038  0.00
N  0.44695  2.63217  -1.01708  0.00
C  0.29252  0.01959  3.14198  0.00
C  -0.19428  -0.62130  4.28264  0.00
C  0.31273  -1.85942  4.62866  0.00
C  1.29520  -2.43203  3.83554  0.00
C  1.70466  -1.73311  2.71295  0.00
N  1.22501  -0.54434  2.37842  0.00
H  -0.75805  1.93641  4.76991  0.00
H  -1.56858  4.77781  1.74778  0.00
H  -1.95819  4.85919  -0.32771  0.00
H  -1.49261  5.50749  -2.67059  0.00
H  0.27150  4.25933  -3.93911  0.00
H  1.46779  2.41816  -2.77881  0.00
H  -0.97598  -0.16439  4.87217  0.00
H  -0.05856  -2.37562  5.50517  0.00
H  1.71893  -3.39840  4.07267  0.00
H  2.45293  -2.14494  2.04288  0.00
O  -3.56674  2.05687  -2.40467  0.00
C  -2.97549  1.53628  -1.44583  0.00
O  -1.83161  0.99041  -1.48749  0.00
C  -3.71096  1.52052  -0.10369  0.00
C  -4.70481  2.45670  0.13715  0.00
C  -5.40372  2.49909  1.34626  0.00
C  -5.04742  1.57642  2.29901  0.00
O  -5.58783  1.38146  3.54440  0.00
C  -4.71229  0.46162  4.18716  0.00
O  -3.91512  -0.16481  3.18308  0.00
C  -4.04923  0.63792  2.06672  0.00
C  -3.38097  0.57013  0.87182  0.00
H  -4.93862  3.15588  -0.65482  0.00
H  -6.19370  3.21409  1.53154  0.00
H  -5.30489  -0.29896  4.70405  0.00
H  -4.07925  1.01132  4.89377  0.00
H  -2.63280  -0.18658  0.67271  0.00
F  -4.96551  -6.61986  3.81972  0.00
C  -3.92650  -6.95351  3.02888  0.00
F  -3.09901  -7.71216  3.79579  0.00
F  -4.42114  -7.80603  2.09484  0.00
C  -3.22995  -5.78302  2.42590  0.00
C  -3.62897  -4.48076  2.69897  0.00
C  -2.95486  -3.41753  2.12632  0.00
C  -1.87005  -3.64073  1.26936  0.00
C  -1.47706  -4.96174  1.00841  0.00
C  -2.14750  -6.02201  1.58280  0.00
C  -1.16073  -2.55229  0.69049  0.00
C  -0.51605  -1.64703  0.19791  0.00
H  -4.46460  -4.30360  3.36241  0.00
H  -3.25684  -2.40016  2.33948  0.00
H  -0.63677  -5.13360  0.34992  0.00
H  -1.83819  -7.04131  1.38782  0.00

---

[2]
A molecular structure, C51H37Cl2LaN4O3P, computed with ωB97M-V with the def2-TZVPD basis set.

Output
Total charge: +1
LUMO energy (eV): -3.264
F_max (eV/A): 3.4
Gap between HOMO and LUMO (eV): 6.328
Total energy (eV): -100780.610

Each line ends with the Löwdin charge.
Cartesian coordinates (Å):
La  0.28324  -1.01944  0.51085  2.04
Cl  -4.86565  0.68570  6.12252  0.70
C  -3.98450  0.00620  4.84738  -0.69
C  -4.63327  -0.23969  3.58445  -0.06
C  -3.84113  -0.44109  2.46805  0.00
C  -2.43268  -0.44363  2.58318  -0.31
O  -1.66794  -0.66504  1.54883  -0.36
C  -1.78988  -0.24147  3.85992  -0.16
C  -0.42375  -0.23565  4.06261  -0.05
N  0.52502  -0.47442  3.15386  0.00
C  1.81244  -0.36400  3.60754  -0.24
C  2.21163  0.37965  4.71859  0.00
C  3.49804  0.17603  5.25878  -0.05
C  4.43227  -0.50881  4.54504  -0.04
C  4.14501  -1.15903  3.33171  -0.16
C  5.07486  -2.01653  2.73551  0.03
C  4.66800  -2.67782  1.58817  -0.02
C  3.36588  -2.50153  1.09047  -0.10
N  2.39345  -1.79798  1.71531  -0.04
C  2.81657  -1.08815  2.82939  -0.14
C  -2.57609  -0.04510  4.97951  -0.06
H  -5.72851  -0.24403  3.50043  0.12
H  -4.22142  -0.51899  1.46005  0.12
H  -0.15019  -0.12110  5.11068  0.13
H  1.44085  0.99487  5.15256  0.11
H  3.76594  0.61324  6.21301  0.12
H  5.43261  -0.60539  4.98422  0.13
H  6.03983  -2.10168  3.21313  0.13
H  5.34883  -3.26652  0.96157  0.12
H  3.13256  -2.94720  0.15861  0.10
H  -2.20315  0.28274  5.96980  0.12
C  2.57036  1.39810  -0.65230  -0.05
O  1.83886  0.28875  -1.17964  -0.28
C  2.06873  -0.10907  -2.46997  -0.23
C  2.68309  0.65154  -3.48179  -0.01
C  2.86499  0.13279  -4.79121  -0.07
C  2.58652  -1.21865  -5.07965  -0.07
C  2.09247  -2.00917  -4.03650  -0.02
C  1.68816  -1.44582  -2.80977  -0.20
N  0.96842  -2.25776  -1.91763  -0.03
N  0.88971  -3.45444  -2.37824  0.06
C  0.29072  -4.40343  -1.65483  -0.13
C  -0.51162  -4.15944  -0.46478  -0.30
O  -0.74011  -3.00190  0.10372  -0.30
C  -1.12331  -5.29885  0.10867  0.00
C  -0.85356  -6.56727  -0.32117  0.01
C  -0.17204  -6.81824  -1.54729  -0.18
C  -0.28571  -8.08587  -2.16096  -0.04
C  0.26396  -8.30487  -3.37351  -0.10
C  0.91509  -7.28369  -4.07487  -0.06
C  0.96620  -6.01891  -3.52011  -0.03
C  0.43266  -5.76637  -2.24296  -0.09
H  3.64762  1.25041  -0.78732  0.11
H  2.38726  1.42245  0.41967  0.08
H  2.27989  2.37210  -1.06632  0.09
H  2.90490  1.69863  -3.25418  0.11
H  3.33605  0.80802  -5.53016  0.11
H  2.71113  -1.56781  -6.13555  0.12
H  1.87938  -3.05103  -4.24237  0.09
H  -1.76394  -5.09315  0.96568  0.12
H  -1.29195  -7.42496  0.18205  0.12
H  -0.81075  -8.87787  -1.64418  0.12
H  0.17308  -9.31955  -3.83935  0.12
H  1.37565  -7.40946  -5.07470  0.12
H  1.30668  -5.15911  -4.09130  0.09
Cl  -1.87579  0.10765  -1.71842  0.65
C  -2.92738  1.50670  -2.01280  -0.59
C  -4.08413  1.28455  -2.77425  -0.10
C  -4.96263  2.32423  -2.98393  -0.06
C  -4.67039  3.62209  -2.50624  -0.04
C  -3.52145  3.80090  -1.72544  -0.09
C  -2.63569  2.74883  -1.46245  -0.42
P  -1.15714  3.05389  -0.46522  1.06
C  -0.24126  4.34614  -1.38239  -0.36
C  0.02673  4.02223  -2.75058  -0.11
C  1.03828  4.63923  -3.45653  -0.10
C  1.66458  5.75762  -2.94137  -0.09
C  1.35867  6.23723  -1.65824  -0.05
C  0.38891  5.52254  -0.88316  -0.07
C  -1.80271  3.90810  1.01910  -0.36
C  -3.12952  4.10916  1.42270  -0.08
C  -3.47785  4.65349  2.69000  -0.05
C  -2.46432  4.86655  3.63078  -0.08
C  -1.14824  4.62914  3.27555  -0.10
C  -0.82584  4.14001  2.03095  -0.14
H  -4.25625  0.30718  -3.18445  0.10
H  -5.85484  2.19854  -3.62771  0.12
H  -5.32321  4.45257  -2.68401  0.10
H  -3.28550  4.77317  -1.29038  0.12
H  -0.50629  3.16513  -3.17887  0.10
H  1.21971  4.35866  -4.45936  0.10
H  2.34417  6.31956  -3.56658  0.10
H  1.87481  7.07609  -1.22931  0.10
H  0.04440  5.92855  0.04743  0.08
H  -3.91079  3.91065  0.70883  0.08
H  -4.53466  4.88438  2.96450  0.12
H  -2.69673  5.27862  4.60100  0.10
H  -0.33211  4.86935  3.93086  0.10
H  0.22704  3.86701  1.79705  0.10

---

Which value of F_max does entry 1 give? 0.6 eV/A

---

Which of these has the highest total charge? C51H37Cl2LaN4O3P